A 2-piece molecular cluster, C12H21F8NO2 overall in a non-equilibrium geometry. Source: the Open Molecules 2025 dataset; level of theory: ωB97M-V/def2-TZVPD.

Structure (XYZ):
```
44
Properties=species:S:1:pos:R:3
F -0.023 4.634 -1.467
C 0.873 3.642 -1.548
F 1.902 4.117 -2.293
C 0.326 2.355 -2.184
F 0.029 2.553 -3.486
F 1.344 1.449 -2.160
C -0.883 1.663 -1.503
O -2.208 1.923 -2.012
C -2.919 3.068 -1.623
F -2.338 3.622 -0.547
F -4.125 2.637 -1.207
C -3.138 4.059 -2.776
F -1.990 4.417 -3.373
F -3.715 5.192 -2.315
H 1.256 3.441 -0.543
H -0.751 0.595 -1.689
H -0.848 1.758 -0.416
H -3.786 3.619 -3.537
C -2.820 -1.195 0.830
O -2.003 -2.356 0.620
C -0.604 -2.040 0.570
C 0.105 -2.099 1.965
N -0.442 -1.131 2.943
C 1.630 -1.697 1.766
C 2.478 -2.815 1.068
C 3.357 -3.597 2.143
C 3.450 -2.183 -0.015
H -2.221 -0.259 0.934
H -3.384 -1.368 1.787
H -3.589 -1.031 0.033
H -0.129 -2.838 -0.060
H -0.400 -1.078 0.023
H 0.006 -3.158 2.334
H -0.033 -1.405 3.841
H -1.446 -1.256 3.074
H 2.013 -1.451 2.787
H 1.605 -0.743 1.183
H 1.871 -3.592 0.551
H 4.199 -4.109 1.613
H 3.731 -2.914 2.947
H 2.665 -4.352 2.601
H 3.941 -1.249 0.344
H 2.807 -1.883 -0.886
H 4.211 -2.944 -0.317
```

Total charge ... 0
Multiplicity ... 1
E_HOMO ... -9.7 eV
SMILES string ... FC(F)C(F)(F)COC(F)(F)C(F)F.COC[C@H](N)CC(C)C
Gap between HOMO and LUMO ... 10.35 eV
LUMO level ... 0.0243 hartree


C12H21F9GeIrO2Se2 as an isolated structure in a non-equilibrium geometry. Source: the Open Molecules 2025 dataset; level of theory: ωB97M-V/def2-TZVPD.

Structure (XYZ):
```
48
Properties=species:S:1:pos:R:3
Ir -0.170 0.044 0.242
C -0.763 3.675 -1.945
Se -0.798 1.747 -1.898
C -2.656 1.641 -1.290
C -2.868 2.240 0.093
Se -2.049 1.262 1.582
C -1.726 2.822 2.691
H -1.523 4.025 -2.641
H 0.221 3.965 -2.307
H -0.913 4.114 -0.961
H -2.960 0.599 -1.370
H -3.246 2.229 -1.996
H -3.933 2.304 0.319
H -2.453 3.246 0.130
H -2.680 3.284 2.937
H -1.072 3.518 2.170
H -1.239 2.486 3.604
O -1.009 -1.041 -0.776
F 1.402 4.082 0.893
C 2.213 3.342 1.667
F 1.668 3.326 2.889
F 3.388 3.972 1.748
C 2.329 1.891 1.095
O 1.094 1.385 1.040
C 2.960 1.940 -0.338
F 3.023 0.712 -0.856
F 4.188 2.468 -0.367
F 2.186 2.673 -1.158
C 3.241 1.024 2.029
F 3.327 -0.224 1.560
F 2.714 0.955 3.256
F 4.485 1.507 2.144
C -0.201 -4.048 3.246
Ge -0.735 -2.986 1.688
C -0.361 -4.022 0.074
C -2.642 -2.563 1.819
C 0.327 -1.322 1.738
H -0.760 -4.985 3.281
H -0.390 -3.500 4.171
H 0.863 -4.283 3.195
H -0.928 -4.955 0.095
H 0.701 -4.266 0.023
H -0.638 -3.459 -0.815
H -3.233 -3.480 1.835
H -2.951 -1.965 0.960
H -2.849 -2.003 2.732
H 1.389 -1.551 1.656
H 0.176 -0.823 2.699
```

Total charge ... 0
Multiplicity ... 2
E_HOMO (spin up / spin down) ... -8.3 / -8.0 eV
Gap between HOMO and LUMO (spin up / spin down) ... 7.30 / 7.64 eV
LUMO level (spin up / spin down) ... -0.0352 / -0.0139 hartree


A 2-piece molecular cluster, C12H21N2O overall in a non-equilibrium geometry. Source: the Open Molecules 2025 dataset; level of theory: ωB97M-V/def2-TZVPD.

Structure (XYZ):
```
36
Properties=species:S:1:pos:R:3
C 3.229 1.526 -1.584
C 1.852 1.294 -1.206
C 1.077 0.100 -1.538
C -0.413 -0.090 -1.147
C -1.143 1.063 -2.020
C -2.158 0.237 -2.942
C -2.525 -0.897 -1.884
N -1.115 -1.351 -1.513
C 1.865 -0.883 -2.318
C 3.232 -0.505 -2.625
N 3.914 0.615 -2.323
H 3.701 2.491 -1.291
H 1.341 2.092 -0.610
H -0.498 0.034 -0.016
H -1.558 1.853 -1.350
H -0.381 1.562 -2.676
H -3.006 0.913 -3.225
H -1.494 -0.080 -3.792
H -3.232 -1.696 -2.202
H -2.790 -0.271 -0.992
H -0.805 -1.867 -2.344
H -1.306 -1.990 -0.732
H 1.420 -1.853 -2.644
H 3.807 -1.263 -3.219
C -0.652 0.901 4.620
C -0.714 -0.162 3.536
C 0.275 -1.284 3.804
O -0.427 0.436 2.265
H 0.342 1.356 4.663
H -1.360 1.706 4.410
H -0.885 0.479 5.599
H -1.726 -0.570 3.479
H 1.301 -0.903 3.820
H 0.229 -2.036 3.012
H 0.071 -1.771 4.759
H 0.466 0.801 2.304
```

Total charge ... +1
Multiplicity ... 1
E_HOMO ... -12.7 eV
Gap between HOMO and LUMO ... 9.50 eV
LUMO level ... -0.1163 hartree


One molecule with the formula C12H21NO10S3 in a non-equilibrium geometry. Source: the Open Molecules 2025 dataset; level of theory: ωB97M-V/def2-TZVPD.

Structure (XYZ):
```
47
Properties=species:S:1:pos:R:3
O -4.031 0.216 -1.501
O -4.910 -0.026 3.048
O -3.851 1.662 1.482
N -1.718 -0.576 1.899
O 5.361 -1.114 0.036
O 3.977 2.870 -0.511
O 1.652 3.631 0.753
O 2.877 -0.288 0.941
O -0.308 1.655 0.920
O -5.384 -0.170 0.632
O -3.044 -0.883 1.431
S 0.836 -1.160 2.306
C -0.774 -1.480 1.725
C -2.751 -2.006 -1.819
C -1.542 -1.642 -1.205
S -3.926 -0.788 -2.584
C -2.889 0.113 -3.747
C -0.997 -2.776 1.008
C -0.678 -2.654 -0.486
C 5.082 0.271 0.183
C 3.346 1.986 0.402
C 1.444 -0.135 0.936
C 1.839 2.278 0.311
C 3.612 0.523 0.015
C 1.052 1.336 1.210
S -4.266 0.249 1.738
H 4.709 -1.585 0.592
H 3.649 3.786 -0.363
H 0.668 3.758 0.803
H -0.947 1.100 1.417
H -4.907 0.106 -0.189
H -3.077 -3.004 -1.782
H -1.244 -0.592 -1.183
H -1.951 0.311 -3.234
H -2.650 -0.443 -4.594
H -3.382 1.074 -4.047
H -1.991 -3.207 1.117
H -0.333 -3.522 1.415
H 0.405 -2.484 -0.653
H -0.873 -3.663 -0.903
H 5.682 0.867 -0.544
H 5.386 0.604 1.137
H 3.669 2.210 1.420
H 1.028 -0.450 -0.032
H 1.534 2.216 -0.730
H 3.297 0.267 -1.023
H 1.318 1.561 2.252
```

Total charge ... 0
Multiplicity ... 1
E_HOMO ... -9.9 eV
Gap between HOMO and LUMO ... 9.49 eV
LUMO level ... -0.0167 hartree


A 7-piece molecular cluster, C12H22Br10Cl6 overall in a non-equilibrium geometry. Source: the Open Molecules 2025 dataset; level of theory: ωB97M-V/def2-TZVPD.

Structure (XYZ):
```
50
Properties=species:S:1:pos:R:3
Cl 0.582 -0.751 3.506
C 0.758 -1.644 5.017
Cl 1.729 -0.774 6.185
Cl 1.452 -3.231 4.661
H -0.241 -1.810 5.397
Cl -5.974 2.966 3.194
C -5.545 1.272 3.284
Cl -4.457 0.971 4.638
Cl -4.824 0.734 1.752
H -6.423 0.658 3.423
Br 1.971 3.790 -4.544
C 1.618 2.215 -3.469
C 2.862 1.417 -3.245
Br 2.519 0.166 -1.798
H 0.786 1.645 -3.880
H 1.245 2.612 -2.526
H 3.697 2.044 -2.947
H 3.180 0.836 -4.105
Br -1.459 -2.763 1.657
C -0.765 -1.665 0.233
C -1.257 -0.251 0.441
Br -0.959 0.813 -1.131
H -1.109 -2.065 -0.714
H 0.319 -1.699 0.300
H -0.867 0.219 1.342
H -2.330 -0.244 0.622
Br 4.411 -4.102 3.034
C 3.759 -4.311 1.202
C 2.502 -3.504 0.982
Br 1.679 -3.996 -0.707
H 3.563 -5.380 1.138
H 4.606 -4.137 0.547
H 2.725 -2.449 0.860
H 1.802 -3.668 1.792
Br -2.534 -1.799 -3.469
C -1.572 -0.310 -4.251
C -1.553 -0.442 -5.754
Br -0.197 0.767 -6.437
H -0.577 -0.306 -3.820
H -2.102 0.595 -3.970
H -2.497 -0.178 -6.215
H -1.287 -1.450 -6.057
Br -1.716 2.937 2.938
C -0.144 3.958 2.368
C 0.302 3.432 1.042
Br 2.065 4.142 0.621
H 0.584 3.749 3.145
H -0.385 5.014 2.405
H -0.374 3.625 0.216
H 0.432 2.355 1.097
```

Total charge ... 0
Multiplicity ... 1
E_HOMO ... -10.0 eV
SMILES string ... ClC(Cl)Cl.ClC(Cl)Cl.BrCCBr.BrCCBr.BrCCBr.BrCCBr.BrCCBr
Gap between HOMO and LUMO ... 10.28 eV
LUMO level ... 0.0109 hartree


A 7-piece molecular cluster, C12H22Br10Cl6 overall in a non-equilibrium geometry. Source: the Open Molecules 2025 dataset; level of theory: ωB97M-V/def2-TZVPD.

Structure (XYZ):
```
50
Properties=species:S:1:pos:R:3
Cl -16.650 -6.801 4.443
C -17.436 -5.459 3.559
Cl -19.099 -5.718 3.100
Cl -16.524 -4.948 2.113
H -17.543 -4.697 4.332
Cl -1.496 -5.520 -2.154
C -2.280 -5.734 -0.537
Cl -1.975 -7.336 0.143
Cl -3.996 -5.375 -0.631
H -1.784 -5.080 0.180
Br -6.806 2.545 8.414
C -8.477 3.303 9.076
C -9.730 3.068 8.277
Br -11.259 3.591 9.376
H -8.285 4.371 9.179
H -8.648 2.918 10.081
H -9.970 2.015 8.130
H -9.832 3.591 7.326
Br -16.681 3.724 -5.252
C -16.390 3.874 -3.267
C -15.617 5.168 -3.023
Br -15.897 5.342 -1.064
H -15.833 3.021 -2.879
H -17.363 3.995 -2.790
H -16.088 5.995 -3.554
H -14.561 5.054 -3.268
Br -10.835 -8.686 -0.619
C -11.222 -10.269 -1.652
C -11.309 -9.943 -3.172
Br -9.841 -8.718 -3.849
H -12.215 -10.562 -1.311
H -10.639 -11.132 -1.330
H -12.223 -9.349 -3.205
H -11.356 -10.748 -3.905
Br -14.583 -2.719 -6.642
C -14.050 -3.308 -8.450
C -12.518 -3.556 -8.457
Br -12.004 -4.113 -10.275
H -14.444 -2.525 -9.097
H -14.570 -4.266 -8.433
H -12.325 -4.436 -7.844
H -12.001 -2.708 -8.007
Br -9.843 -1.509 -2.394
C -10.901 -1.231 -0.805
C -9.955 -1.515 0.453
Br -10.809 -0.765 2.028
H -11.854 -1.744 -0.941
H -11.129 -0.166 -0.790
H -8.999 -0.992 0.464
H -9.713 -2.565 0.613
```

Total charge ... 0
Multiplicity ... 1
E_HOMO ... -9.9 eV
SMILES string ... ClC(Cl)Cl.ClC(Cl)Cl.BrCCBr.BrCCBr.BrCCBr.BrCCBr.BrCCBr
Gap between HOMO and LUMO ... 10.11 eV
LUMO level ... 0.0059 hartree


Results for energy relative to the best compared isomer or geometry (same formula, charge and spin): 0.2201, 0.4338, 2.4520, 0.3268, 0.5492, 2.5361 (in eV, following the order of the records).
Results for E: -40108.392, -231382.911, -17804.213, -67250.053, -788360.979, -788358.992 (in eV, following the order of the records).